Record 1
This record from the Open Molecules 2025 dataset describes CH6N2OSSi as an isolated structure at a distorted geometry. The level of theory is ωB97M-V/def2-TZVPD.

XYZ file:
```
12
CH6N2OSSi | the Open Molecules 2025 dataset | ωB97M-V/def2-TZVPD
S -1.39611 -2.14286 1.07156
Si 0.24868 -0.73038 1.28679
O 0.00927 0.82404 0.63183
N -0.30705 1.93800 -1.23015
N -0.00811 -0.44292 -1.27380
C -0.00537 0.70866 -0.70414
H -0.01017 2.34337 -2.17422
H 0.24206 -0.35043 -2.24254
H 1.53961 -1.31581 0.75361
H 0.53866 -0.44892 2.64680
H -0.55493 -3.02330 1.61672
H -0.29654 2.64054 -0.38246
```

***

Record 2
This record from the Open Molecules 2025 dataset describes a 2-piece molecular cluster, C4H12N2S overall at a distorted geometry. The level of theory is ωB97M-V/def2-TZVPD.

XYZ file:
```
19
C4H12N2S | the Open Molecules 2025 dataset | ωB97M-V/def2-TZVPD
S -0.55698 -1.62601 -1.18352
N 1.54147 -0.53545 3.10586
N 1.14638 0.95098 -0.29441
C 0.95874 -0.32980 1.75911
C -1.88748 -0.37097 -1.43333
C 1.44723 0.73466 1.02168
C -1.90072 0.19716 -2.85156
H -0.94077 0.46990 -3.27972
H 2.42614 -1.08889 3.03149
H -2.87156 -0.88699 -1.25627
H -1.80720 0.42455 -0.65983
H 0.37442 -1.09571 1.39174
H 2.17474 1.39215 1.48704
H 1.71898 0.42228 3.46522
H 0.48117 0.27236 -0.79056
H 0.79927 -1.00585 3.65651
H -2.50537 1.13313 -2.89061
H -2.42410 -0.48754 -3.51347
H 1.82565 1.43004 -0.76538
```

***

Record 3
This record from the Open Molecules 2025 dataset describes an isolated ion of composition C5H7N4O and charge +1 at a distorted geometry. The level of theory is ωB97M-V/def2-TZVPD.

XYZ file:
```
17
Properties=species:S:1:pos:R:3
O 3.28691 -0.95119 0.05584
N -1.37689 -1.73103 -0.27717
N 2.29074 1.05238 -0.17351
N -0.02874 0.54950 0.17897
N 2.45252 -0.13422 0.01941
C -1.24752 0.72897 -0.27216
C -2.09973 -0.51173 -0.22017
C -0.16458 -1.83361 0.10683
C 1.03872 1.67579 -0.11534
C 0.53895 -0.64970 0.57519
H 0.20584 -2.93628 0.15239
H -2.73995 -0.53067 -1.15941
H -2.81317 -0.31176 0.53319
H -1.69647 1.74944 -0.60863
H 0.61384 2.05371 -1.12986
H 0.85972 -0.67134 1.65130
H 0.87982 2.45176 0.68312
```

As for the total charge: +1.

***

Result set for orbital gap: 0.363 0.181 0.297 hartree, one per record in the order listed.
Result set for E_tot: -914.1716 -667.1734 -488.5163 hartree, one per record in the order listed.
Result set for lowest unoccupied orbital energy: 0.024 -0.030 -0.201 Ha, one per record in the order listed.